1.
A structure of composition C30H21N7O2STl, computed with ωB97M-V/def2-TZVPD.

XYZ file:
```
62
Properties=species:S:1:pos:R:3:forces:R:3:mulliken_charge:R:1
Tl -2.050 -1.332 0.611 0.05 -0.01 0.04 0.67
O -2.990 -1.881 5.047 0.01 0.00 -0.02 -0.82
C -2.607 -1.513 3.923 -0.02 0.03 0.06 0.25
N -2.231 -2.216 2.868 -0.01 -0.03 -0.08 -0.18
C -2.078 -3.608 2.891 -0.02 0.03 0.05 0.13
C -2.748 -4.468 3.763 -0.03 0.00 0.02 -0.47
C -2.548 -5.842 3.706 0.03 0.00 -0.04 -0.60
C -1.668 -6.378 2.780 -0.03 0.03 0.03 -0.59
C -0.985 -5.541 1.906 0.02 -0.03 -0.03 -0.42
C -1.178 -4.160 1.937 0.04 0.00 -0.01 0.13
N -0.564 -3.250 1.066 -0.09 0.03 0.00 -0.22
C 0.565 -3.496 0.438 0.10 -0.08 -0.04 0.44
O 1.295 -4.502 0.405 -0.03 0.04 0.01 -0.79
C 1.052 -2.268 -0.365 0.03 -0.06 -0.04 0.77
C 1.891 -2.630 -1.545 0.01 0.05 0.03 -1.01
C 2.565 -2.080 -2.607 -0.05 0.00 -0.08 -0.93
C 2.636 -0.820 -3.347 0.03 -0.09 -0.06 1.13
C 0.561 -0.246 -2.365 0.00 0.00 -0.04 -1.41
N 0.758 -1.112 0.151 -0.03 0.02 0.00 -0.63
C -2.494 0.000 3.715 0.03 -0.04 -0.03 0.23
C -2.969 0.851 4.710 0.00 0.04 0.04 -0.53
C -2.822 2.216 4.551 0.01 -0.01 -0.02 -0.42
C -2.202 2.700 3.406 0.00 0.01 0.02 -0.57
C -1.767 1.785 2.462 0.01 -0.01 -0.02 0.02
N -1.908 0.470 2.615 -0.03 0.02 0.01 -0.09
H -3.412 -4.037 4.495 0.00 0.00 0.00 0.40
H -3.079 -6.489 4.395 0.00 0.00 0.01 0.36
H -1.501 -7.448 2.737 0.00 0.00 0.00 0.35
H -0.281 -5.943 1.194 0.00 0.00 0.00 0.43
H 2.115 -3.686 -1.423 -0.01 0.00 0.03 0.37
H 3.266 -2.804 -3.025 -0.01 -0.02 0.01 0.18
H 4.206 -1.638 -4.475 0.10 0.01 0.05 0.38
H -0.397 0.260 -2.440 0.01 0.02 0.04 0.61
H -3.428 0.406 5.581 0.00 -0.01 -0.01 0.45
H -3.181 2.900 5.312 0.00 0.00 0.00 0.38
H -2.056 3.761 3.245 0.00 0.00 0.00 0.44
H -1.283 2.105 1.545 0.00 0.00 -0.01 0.21
N 1.037 2.402 -2.673 0.10 0.00 -0.01 -0.04
C 1.724 1.525 -3.588 0.00 -0.01 -0.02 0.79
C 2.394 2.091 -4.602 0.01 -0.04 -0.05 -0.37
C 3.169 1.352 -5.590 0.05 0.13 0.05 -0.66
C 3.819 0.204 -5.400 0.00 -0.09 0.00 -0.46
C 3.908 -0.636 -4.152 0.02 -0.02 0.02 -0.87
C 1.626 0.092 -3.272 -0.02 0.05 0.10 0.51
S 1.338 0.031 -0.903 -0.02 0.02 0.04 0.17
N 0.695 1.507 -0.393 0.00 -0.01 -0.04 -0.42
C 0.679 2.390 -1.330 -0.03 0.00 -0.01 0.59
C 0.158 3.736 -0.902 -0.04 -0.04 0.02 -0.02
C 1.019 4.825 -0.825 0.02 0.01 -0.02 -0.48
C 0.513 6.035 -0.380 0.00 0.02 0.00 -0.44
C -0.828 6.111 -0.040 -0.01 -0.01 0.00 -0.51
C -1.605 4.969 -0.164 0.02 -0.02 -0.01 -0.29
N -1.131 3.800 -0.586 0.00 0.02 0.03 -0.40
H 0.894 3.316 -3.074 0.00 0.01 0.00 0.30
H 2.380 3.173 -4.704 0.00 0.00 0.00 0.35
H 3.286 1.834 -6.556 -0.02 0.00 0.00 0.32
H 4.407 -0.164 -6.235 -0.10 -0.05 -0.04 0.35
H 4.742 -0.294 -3.523 -0.07 0.14 0.03 0.27
H 2.063 4.712 -1.087 0.00 0.00 0.00 0.43
H 1.156 6.901 -0.291 0.00 0.00 0.00 0.41
H -1.265 7.034 0.317 -0.01 0.00 0.00 0.39
H -2.660 4.985 0.088 0.00 0.01 0.00 0.43
```
Positions in Å, forces in eV/Å.

Results
Charge ... -1
Energy relative to the best compared isomer or geometry (same formula, charge and spin) ... 0.0563 eV
HOMO energy ... -3.8 eV
Energy ... -61502.899 eV
Gap between HOMO and LUMO ... 5.59 eV


2.
A cluster of 10 separate species, ClH18O9 in total, computed with ωB97M-V/def2-TZVPD.

XYZ file:
```
28
Properties=species:S:1:pos:R:3:forces:R:3:mulliken_charge:R:1
Cl -0.123 0.184 -0.521 0.12 0.00 0.35 -0.84
O 2.947 1.070 -1.758 0.04 -0.02 -0.14 -0.65
H 3.153 0.477 -1.025 0.03 0.14 0.00 0.35
H 1.992 1.191 -1.688 0.03 -0.11 -0.07 0.35
O -0.219 0.234 -3.771 -0.05 -0.08 0.06 -0.63
H -0.293 0.051 -2.818 0.01 0.08 -0.13 0.31
H -0.254 1.194 -3.825 0.02 0.00 0.03 0.31
O -1.527 0.334 2.481 0.04 0.02 -0.01 -0.65
H -1.257 0.510 1.563 0.03 0.11 0.21 0.18
H -0.748 -0.102 2.855 -0.02 -0.02 -0.13 0.38
O -2.653 -2.179 0.961 0.06 -0.11 -0.04 -0.63
H -1.911 -1.559 0.974 -0.13 0.04 -0.06 0.34
H -2.640 -2.580 1.834 -0.02 0.11 0.05 0.29
O -3.324 1.051 -0.012 0.04 -0.01 0.07 -0.63
H -3.552 0.386 0.648 0.02 -0.03 -0.03 0.34
H -2.400 0.851 -0.228 -0.12 0.02 -0.17 0.27
O 0.117 3.590 -1.166 0.02 0.02 -0.02 -0.63
H -0.007 2.648 -0.983 -0.08 -0.13 0.03 0.34
H 0.432 3.950 -0.332 0.02 -0.02 -0.01 0.30
O 3.031 0.618 1.050 -0.12 0.13 0.20 -0.62
H 2.109 0.867 0.885 0.04 -0.14 -0.08 0.30
H 3.100 0.563 2.007 -0.05 -0.13 -0.02 0.28
O 0.806 -1.379 2.522 0.05 -0.17 0.03 -0.65
H 0.711 -1.475 1.562 0.04 0.23 0.05 0.31
H 0.697 -2.267 2.877 0.02 0.00 -0.06 0.29
O 0.519 -3.116 -1.252 0.21 -0.12 0.08 -0.64
H 0.577 -2.321 -0.707 -0.19 0.15 -0.20 0.30
H 0.718 -2.789 -2.135 -0.05 0.04 0.01 0.32
```
Positions in Å, forces in eV/Å.

Results
Charge ... -1
Energy relative to the best compared isomer or geometry (same formula, charge and spin) ... 0.2203 eV
HOMO energy ... -7.2 eV
Energy ... -31246.533 eV
Gap between HOMO and LUMO ... 9.81 eV


3.
A cluster of 2 separate species, C3H6F2N2 in total, computed with ωB97M-V/def2-TZVPD.

XYZ file:
```
13
Properties=species:S:1:pos:R:3:forces:R:3:mulliken_charge:R:1
C -0.835 -0.482 -0.427 4.07 0.95 2.66 0.38
C -1.610 -0.458 0.860 -0.19 0.87 -0.80 -0.86
C 1.378 0.088 0.071 -3.32 -3.84 -0.24 0.36
N -1.195 -0.806 -1.506 -2.25 -1.06 -2.42 -0.47
N 1.318 1.462 0.062 2.23 1.75 0.81 -0.45
F 1.528 -0.604 1.280 0.06 1.99 -0.77 -0.27
F 2.270 -0.613 -0.752 -0.42 1.36 0.28 -0.30
H -1.197 0.449 1.457 -1.05 -2.01 -0.49 0.27
H -1.486 -1.508 1.257 -0.03 1.48 0.25 0.26
H -2.688 -0.342 0.472 1.42 0.03 1.14 0.30
H -0.822 -1.024 -2.403 0.90 0.31 -0.08 0.24
H 2.086 2.063 0.540 -1.23 -1.68 -0.86 0.25
H 1.253 1.777 -0.910 -0.20 -0.17 0.53 0.28
```
Positions in Å, forces in eV/Å.

Results
Energy relative to the best compared isomer or geometry (same formula, charge and spin) ... 3.3605 eV
HOMO energy ... -7.5 eV
Energy ... -11619.973 eV
Gap between HOMO and LUMO ... 8.44 eV


4.
A cluster of 8 separate species, H18NO7 in total, computed with ωB97M-V/def2-TZVPD.

XYZ file:
```
26
Properties=species:S:1:pos:R:3:forces:R:3:mulliken_charge:R:1
N 0.671 -0.635 -0.543 0.45 0.81 -0.11 -0.22
H 0.691 -1.038 -1.462 -0.74 -0.54 -0.46 0.36
H 0.208 0.249 -0.511 -1.24 0.99 -0.43 0.25
H 1.601 -0.327 -0.363 1.31 -0.18 0.79 0.40
H 0.273 -1.178 0.202 0.11 -1.00 0.36 0.24
O -2.399 0.409 -0.490 0.62 -1.33 -1.03 -0.62
H -2.593 1.146 0.042 -0.34 1.32 1.62 0.29
H -2.684 0.706 -1.351 -0.20 -0.18 -0.64 0.31
O 2.198 2.539 -0.739 0.42 -0.52 0.52 -0.62
H 1.591 2.617 -1.492 0.12 0.39 0.67 0.34
H 1.953 2.987 0.092 -0.22 -0.02 -1.20 0.29
O 0.193 -3.063 1.747 -1.16 1.84 -0.40 -0.70
H 0.529 -3.863 2.088 0.51 -1.62 0.62 0.31
H -0.671 -2.912 2.174 0.53 -0.30 -0.18 0.34
O 0.061 1.846 -2.470 0.56 -0.56 0.62 -0.63
H -0.462 2.052 -3.221 -0.52 -0.12 -1.76 0.29
H -0.269 2.515 -1.891 -0.31 0.69 1.10 0.30
O 1.541 -0.700 2.412 -1.53 0.28 -0.16 -0.62
H 1.250 -1.617 2.496 -0.20 -0.10 -0.04 0.34
H 2.467 -0.759 2.328 1.85 0.03 0.03 0.33
O -1.685 -2.498 -1.251 0.41 0.37 0.00 -0.61
H -2.099 -3.219 -0.779 -0.11 -0.36 0.04 0.33
H -2.062 -1.706 -0.857 -0.29 0.23 0.03 0.31
O -0.329 1.856 1.287 -0.86 -1.05 -0.52 -0.57
H -0.436 2.635 0.761 -0.04 0.85 -0.23 0.29
H 0.462 1.967 1.788 0.87 0.08 0.75 0.27
```
Positions in Å, forces in eV/Å.

Results
Charge ... +1
Energy relative to the best compared isomer or geometry (same formula, charge and spin) ... 2.3307 eV
HOMO energy ... -14.8 eV
Energy ... -16109.045 eV
Gap between HOMO and LUMO ... 11.59 eV